1.
The following is a quantum chemistry calculation of a structure of composition C2H4NOPS at a distorted geometry, from the Open Molecules 2025 dataset.

Summary:
- Energy relative to the best compared isomer or geometry (same formula, charge and spin): 98.87 kcal/mol
- LUMO (spin up / spin down): -1.99 / -2.69 eV
- Total charge: 0
- Strongest force on any atom: 0.0753 Eh/bohr

Geometry (Å):
S -1.959396 2.628992 -1.740184
P -1.520444 1.015423 -0.475275
O -2.536162 0.811919 0.510818
N -0.333067 -0.844167 0.266894
C 0.935892 -1.108877 -0.308022
C 0.906460 -0.270965 0.823933
H 1.089977 0.848154 0.639565
H 1.285087 -2.138944 -0.339509
H 1.141928 -0.463079 -1.212466
H 0.989725 -0.478457 1.834246

Forces on atoms 1 to 6 (eV/Å):
1.3 -1.9 1.0
0.2 1.4 -2.3
-1.5 -0.6 2.0
-1.1 1.5 -0.6
1.4 -0.3 -3.1
-0.5 3.8 0.5



2.
The following is a quantum chemistry calculation of a structure of composition C2H4NOPS at a distorted geometry, from the Open Molecules 2025 dataset.

Summary:
- Energy relative to the best compared isomer or geometry (same formula, charge and spin): 47.97 kcal/mol
- LUMO (spin up / spin down): -1.28 / -3.80 eV
- Total charge: 0
- Strongest force on any atom: 0.0819 Eh/bohr
- 2S+1: 3

Geometry (Å):
S -1.631552 -1.065444 0.490416
P -2.850201 0.388021 -0.375566
O -4.120311 0.388034 0.344924
N 0.111360 0.199438 -0.416771
C 1.094721 0.318560 0.585414
C 1.415287 -0.332304 -0.703752
H 1.235228 1.503378 0.734500
H 1.043768 -0.149536 1.542266
H 2.088371 0.128178 -1.482738
H 1.613331 -1.378329 -0.718692

Forces on atoms 1 to 6 (eV/Å):
-1.6 0.3 -0.6
1.8 -2.1 1.2
-1.1 0.7 -0.1
-0.2 0.5 -1.6
0.7 4.2 0.3
1.5 0.8 -0.6



3.
The following is a quantum chemistry calculation of the ion C2H4NOS with charge -1 at a distorted geometry, from the Open Molecules 2025 dataset.

Summary:
- Energy relative to the best compared isomer or geometry (same formula, charge and spin): 16.73 kcal/mol
- LUMO: 4.02 eV
- Total charge: -1
- SMILES: O=CC[N-]S
- Strongest force on any atom: 0.1406 Eh/bohr

Geometry (Å):
S 1.250132 0.315988 1.969179
O -1.747489 1.018229 -1.213109
N 1.220574 -0.410006 0.380965
C -0.179804 -0.793146 -0.052187
C -0.604756 0.318973 -1.224175
H -0.988080 -0.751157 0.793865
H 0.938332 1.700985 1.917859
H 0.215194 0.490502 -2.059656
H -0.104101 -1.890366 -0.512741

Forces on atoms 1 to 6 (eV/Å):
-0.3 0.1 -1.2
6.3 -3.5 -0.2
-1.7 0.4 0.7
0.4 0.7 -0.5
-4.3 1.3 0.9
1.3 -0.1 -1.6